The following is a DFT calculation (wB97M-V/def2-TZVPD) of one molecule with the formula C3H3I at a distorted geometry.

The geometry in XYZ format:
```
7
Properties=species:S:1:pos:R:3:forces:R:3:nbo_charge:R:1
C 0.87170 -0.66089 -0.01685 0.1 -4.8 -2.2 -0.052
I -0.74541 3.16369 -0.17008 0.0 -0.7 0.1 0.159
C 0.29790 0.30498 0.59843 -2.3 2.5 -1.0 -0.410
H -1.35864 0.59600 -0.81221 -0.3 -0.1 -0.4 0.191
C -0.81282 1.07249 -0.02754 1.2 -0.4 0.9 -0.308
H 0.54938 -1.61803 -0.61143 0.7 2.3 0.8 0.198
H 0.81976 0.68029 1.41012 0.7 1.2 1.7 0.221
```
Forces are in eV/Å.

Its molar mass is 166.0 g mol⁻¹. As for the total energy: -413.61820 hartree. The value obtained for the gap between HOMO and LUMO (alpha / beta) is 0.28316 / 0.29620 Ha. Its maximum force is 5.31 eV Å⁻¹. Its net charge is 0.


The following is a DFT calculation (wB97M-V/def2-TZVPD) of a 2-piece molecular cluster, C3H3I2N overall at a distorted geometry.

The geometry in XYZ format:
```
9
Properties=species:S:1:pos:R:3:forces:R:3:nbo_charge:R:1
H -2.12942 -0.49585 -0.63997 1.0 0.1 1.6 0.347
I -1.07205 2.47828 0.98975 0.2 -0.7 0.0 0.193
H 1.83790 -0.42772 1.33256 1.9 -1.5 2.0 0.230
H 1.13444 0.16175 -1.54678 0.3 0.6 -0.5 0.255
N -1.49730 -0.85417 0.14997 0.3 2.6 -0.4 -0.881
I -0.44532 -2.16524 -0.93254 0.3 -1.1 -0.4 0.254
C 0.97052 0.48495 -0.54314 -0.5 -0.9 3.0 -0.173
C 1.28242 0.14582 0.72031 -3.9 2.6 -3.6 -0.151
C -0.08117 0.67218 0.46984 0.4 -1.7 -1.6 -0.074
```
Forces are in eV/Å.

Its molar mass is 306.9 g mol⁻¹. As for the total energy: -766.04814 hartree. The value obtained for the gap between HOMO and LUMO is 0.30280 Ha. Its maximum force is 5.94 eV Å⁻¹. Its net charge is 0.


The following is a DFT calculation (wB97M-V/def2-TZVPD) of one molecule with the formula C3H3I2N at a distorted geometry.

The geometry in XYZ format:
```
9
Properties=species:S:1:pos:R:3:forces:R:3:nbo_charge:R:1
C -0.99034 -0.53914 -0.04769 0.4 1.4 1.2 -0.026
H -1.56937 1.20719 0.81521 -3.7 1.4 2.9 0.232
I 2.03003 1.06501 -0.06436 0.0 0.2 -0.2 0.848
H -0.88848 -2.64573 -0.72080 -0.2 0.2 0.8 0.245
C -0.98466 -1.72306 -0.16368 0.2 -1.6 -1.5 -0.231
C -0.87329 0.91224 0.18586 1.3 -2.3 -5.4 -0.345
H -1.16893 1.26995 -0.88964 0.8 0.2 1.6 0.204
I 4.13216 -0.94117 0.12040 -0.7 0.2 0.1 -0.272
N 0.31288 1.39471 0.76470 1.9 0.3 0.5 -0.654
```
Forces are in eV/Å.

Its molar mass is 306.9 g mol⁻¹. As for the total energy: -766.04908 hartree. The value obtained for the gap between HOMO and LUMO is 0.23011 Ha. Its maximum force is 5.97 eV Å⁻¹. Its net charge is 0.